{"formula": "C6H14O", "method": "ωB97M-V/def2-TZVPD", "symbols": ["C", "C", "C", "C", "C", "C", "H", "H", "H", "H", "H", "H", "H", "H", "H", "H", "H", "H", "O", "H", "H"], "coordinates": [[-2.656, 0.094, -1.019], [-1.246, -0.239, -0.606], [-0.553, 0.205, 0.447], [-1.248, 0.662, 1.706], [0.948, 0.136, 0.383], [1.628, 0.308, 1.760], [-3.036, -0.721, -1.653], [-2.684, 0.989, -1.641], [-3.383, 0.094, -0.201], [-0.791, -0.966, -1.283], [-2.281, 0.309, 1.661], [-0.848, 0.156, 2.584], [-1.216, 1.733, 1.880], [1.331, -0.783, -0.068], [1.438, 0.933, -0.190], [2.659, 0.632, 1.555], [1.212, 1.188, 2.247], [1.824, -0.571, 2.366], [2.873, -1.704, -3.527], [3.656, -1.568, -2.969], [2.376, -0.886, -3.433]], "atomic_forces_ev_per_a": [[-0.4, -1.4, 0.1], [-0.3, -0.2, -0.2], [-0.2, -0.5, -0.6], [-0.4, -0.1, -0.4], [1.2, -0.3, 1.4], [1.5, 0.7, -0.9], [0.2, 0.2, -0.1], [-0.1, 0.2, 0.3], [0.2, 0.7, 0.0], [0.6, 0.7, -0.2], [0.0, 0.4, 0.0], [0.4, 0.1, 0.0], [-0.1, 0.2, 0.1], [-0.4, -0.1, -0.2], [-0.8, 0.1, -0.3], [0.0, 0.0, -0.1], [-0.2, -0.4, 0.6], [-0.9, -0.1, 0.3], [0.4, 0.1, 0.3], [-0.3, -0.1, -0.3], [-0.1, 0.0, 0.0]], "nbo_charge": [-0.653, -0.183, 0.005, -0.651, -0.430, -0.617, 0.210, 0.221, 0.212, 0.191, 0.217, 0.223, 0.213, 0.215, 0.206, 0.202, 0.207, 0.211, -0.935, 0.468, 0.468], "smiles": "C/C=C(\\C)CC.O", "orbital_gap_ev": 9.33, "molar_mass_da": 102.18, "charge": 0, "multiplicity": 1, "max_force_ha_per_bohr": 0.03663}